# 1
{"formula": "C23H35F2NO6S2", "method": "ωB97M-V/def2-TZVPD", "symbols": ["C", "C", "O", "N", "H", "H", "C", "H", "H", "H", "H", "H", "H", "O", "H", "F", "C", "C", "C", "C", "C", "C", "H", "H", "H", "H", "H", "F", "C", "C", "C", "C", "C", "C", "H", "H", "H", "H", "H", "C", "C", "C", "S", "O", "O", "C", "H", "H", "H", "H", "H", "H", "H", "H", "C", "C", "C", "S", "O", "O", "C", "H", "H", "H", "H", "H", "H", "H", "H"], "positions_angstrom": [[-1.758, 3.324, -2.302], [-3.008, 2.724, -1.800], [-3.974, 2.864, -2.391], [-2.943, 2.035, -0.470], [-2.021, 1.630, -0.444], [-2.979, 2.823, 0.271], [-3.914, 0.997, -0.235], [-1.010, 3.255, -1.548], [-1.813, 4.303, -2.454], [-1.491, 2.412, -3.288], [-3.821, 0.136, -0.894], [-4.987, 1.227, -0.484], [-3.702, 0.641, 0.752], [-0.535, 1.021, -0.098], [-0.391, 0.083, -0.392], [6.194, 2.408, 1.054], [5.106, 1.707, 0.497], [5.362, 0.646, -0.395], [4.222, 0.126, -0.946], [2.810, 0.453, -0.548], [2.746, 1.338, 0.521], [3.907, 1.894, 1.049], [6.370, 0.434, -0.757], [4.191, -0.611, -1.954], [1.996, 0.013, -0.932], [1.873, 1.626, 0.939], [3.884, 2.769, 1.755], [-2.818, -2.276, -6.406], [-2.096, -1.675, -5.480], [-0.910, -0.926, -5.911], [-0.143, -0.099, -5.109], [-0.534, -0.141, -3.721], [-1.584, -0.894, -3.230], [-2.354, -1.588, -4.107], [-0.814, -1.094, -6.909], [0.701, 0.561, -5.351], [0.056, 0.275, -2.943], [-1.833, -0.915, -2.265], [-3.187, -2.113, -3.779], [0.003, -2.522, -0.006], [1.074, -2.888, 1.089], [1.187, -4.217, 1.046], [1.073, -4.802, -0.647], [-0.087, -5.609, -0.824], [2.361, -5.237, -1.154], [0.657, -3.266, -1.210], [-0.097, -1.506, -0.202], [-0.954, -2.875, 0.318], [0.681, -2.577, 2.041], [2.145, -2.550, 0.869], [0.592, -4.811, 1.511], [2.169, -4.712, 1.538], [0.090, -3.179, -2.136], [1.471, -2.934, -1.586], [0.225, 2.386, 4.140], [-0.689, 1.471, 3.340], [-1.536, 0.919, 4.334], [-0.654, 0.569, 5.864], [0.239, -0.498, 5.607], [-1.405, 0.577, 7.085], [0.238, 2.028, 5.633], [-0.272, 3.309, 4.135], [1.210, 2.546, 3.699], [0.131, 0.649, 2.995], [-1.125, 1.877, 2.449], [-1.963, 0.023, 4.152], [-2.430, 1.745, 4.349], [1.172, 1.930, 6.048], [-0.307, 2.758, 6.226]], "forces_ev_per_a": [[1.8, -7.1, -0.8], [3.6, 1.3, 1.2], [-5.4, -0.4, -1.9], [-2.2, 3.0, 0.0], [3.8, -1.7, 0.9], [0.1, -1.7, -1.3], [-2.1, -1.1, -0.5], [1.2, -0.8, 0.3], [-0.8, 3.9, -1.9], [-0.4, 3.4, 2.9], [1.0, 0.1, -0.3], [1.1, 0.7, 0.9], [-0.5, -0.2, 0.7], [-0.9, -0.9, -0.8], [-0.3, 1.7, 0.5], [-1.3, -0.9, -1.0], [3.1, -1.3, 0.8], [-0.2, 1.4, -0.4], [-3.9, -2.4, -3.4], [6.6, 1.8, 2.3], [2.1, -1.3, -1.5], [-0.9, 2.9, 0.9], [-0.4, 0.0, 0.1], [0.8, 1.8, 3.1], [-2.6, -1.4, -1.6], [-3.0, 0.7, 1.0], [-0.3, -1.2, -0.4], [-0.3, -0.4, 0.2], [3.9, 3.3, 2.1], [-2.4, -0.9, 1.4], [-1.3, -0.7, 2.5], [0.7, -0.3, -0.6], [1.6, 0.9, -4.1], [-1.2, -1.4, -2.8], [1.1, 0.2, -3.0], [-0.5, -0.7, -0.5], [0.7, 1.0, 0.3], [-0.6, 0.0, 3.8], [-1.5, -0.9, 0.8], [3.0, -1.4, -0.2], [-0.1, 7.2, -0.3], [6.8, -7.2, -1.1], [1.2, -1.0, -0.3], [-0.9, -1.4, 0.3], [-0.7, 0.2, 0.2], [-6.4, 0.4, 0.5], [0.1, 1.6, -0.2], [-0.6, -0.7, -0.2], [0.4, 0.6, 0.6], [-1.8, 0.9, 0.3], [-5.0, -3.2, 3.0], [-1.5, 1.4, -1.4], [-0.8, -1.1, 0.2], [6.1, 3.4, -1.4], [0.2, 1.0, 0.2], [6.1, -2.9, -1.4], [-4.6, 2.5, 1.7], [-0.2, 1.8, -0.2], [0.7, -1.9, -0.6], [-0.5, 0.0, -0.3], [-1.1, 1.3, -0.3], [-0.4, 1.8, -0.2], [-0.1, -0.3, 0.1], [-2.3, 1.4, 0.2], [-0.2, 0.2, -0.3], [-1.7, -3.0, -1.2], [1.7, -2.0, 1.2], [2.3, -0.3, 0.9], [0.0, 0.3, 0.0]], "e_lumo_ha": -0.0217, "e_homo_ev": -8.785}

# 2
{"formula": "C23H35N3O3", "method": "ωB97M-V/def2-TZVPD", "symbols": ["C", "C", "O", "C", "C", "C", "C", "C", "C", "C", "N", "C", "C", "N", "C", "O", "C", "C", "C", "O", "N", "C", "C", "C", "C", "C", "C", "C", "C", "H", "H", "H", "H", "H", "H", "H", "H", "H", "H", "H", "H", "H", "H", "H", "H", "H", "H", "H", "H", "H", "H", "H", "H", "H", "H", "H", "H", "H", "H", "H", "H", "H", "H", "H"], "positions_angstrom": [[4.438, 3.719, -0.051], [3.325, 2.798, 0.440], [3.347, 1.535, -0.193], [4.125, 0.529, 0.298], [5.049, 0.662, 1.328], [5.768, -0.437, 1.767], [5.578, -1.678, 1.190], [4.664, -1.814, 0.160], [3.937, -0.730, -0.298], [2.935, -0.890, -1.409], [1.684, -1.478, -0.929], [0.749, -1.747, -2.000], [0.246, -0.466, -2.680], [-0.022, 0.556, -1.690], [0.327, 0.548, -0.394], [0.041, 1.479, 0.345], [1.046, -0.696, 0.115], [0.064, -1.568, 0.940], [-1.389, -1.438, 0.490], [-1.902, -2.210, -0.299], [-2.044, -0.420, 1.084], [-3.404, -0.011, 0.732], [-4.378, -1.182, 0.928], [-5.669, -0.811, 1.658], [-6.657, 0.096, 0.919], [-6.176, 1.538, 0.710], [-5.647, 1.851, -0.694], [-4.752, 0.798, -1.344], [-3.393, 0.567, -0.691], [4.366, 3.844, -1.128], [5.417, 3.304, 0.179], [4.345, 4.691, 0.425], [2.348, 3.214, 0.176], [3.360, 2.684, 1.529], [5.218, 1.618, 1.800], [6.480, -0.313, 2.569], [6.139, -2.532, 1.537], [4.500, -2.778, -0.299], [2.783, 0.091, -1.880], [3.334, -1.582, -2.157], [-0.098, -2.288, -1.576], [1.231, -2.388, -2.742], [0.989, -0.089, -3.395], [-0.675, -0.679, -3.230], [-0.492, 1.392, -2.011], [1.829, -0.359, 0.799], [0.131, -1.284, 1.990], [0.375, -2.607, 0.831], [-1.477, 0.282, 1.538], [-3.649, 0.775, 1.449], [-4.598, -1.652, -0.030], [-3.869, -1.936, 1.533], [-5.411, -0.340, 2.611], [-6.191, -1.743, 1.891], [-6.926, -0.351, -0.039], [-7.570, 0.121, 1.520], [-5.421, 1.776, 1.459], [-7.012, 2.219, 0.891], [-6.506, 1.991, -1.356], [-5.110, 2.803, -0.656], [-5.288, -0.147, -1.408], [-4.564, 1.123, -2.372], [-2.829, 1.503, -0.671], [-2.848, -0.145, -1.316]], "forces_ev_per_a": [[-0.2, -0.4, 0.1], [0.0, 0.5, 0.1], [0.1, -0.4, -0.1], [0.1, -0.3, -0.1], [-0.1, 0.3, 0.0], [0.0, -0.1, 0.0], [0.1, -0.1, 0.1], [0.0, 0.2, 0.0], [0.0, 0.3, -0.1], [0.0, 0.1, 0.0], [0.2, -0.1, 0.1], [-0.2, 0.0, -0.2], [0.2, -0.4, -0.2], [-0.2, 0.2, -0.3], [0.3, 0.0, 0.0], [0.0, 0.3, 0.4], [0.0, -0.1, 0.2], [-0.1, 0.1, -0.1], [0.4, 0.0, 0.6], [-0.3, -0.2, -0.3], [-0.1, 0.3, 0.3], [0.1, -0.2, -0.3], [-0.1, 0.1, 0.3], [-0.1, -0.1, -0.3], [0.0, 0.1, 0.3], [-0.1, 0.0, -0.2], [0.0, -0.1, 0.0], [0.1, 0.3, 0.1], [-0.2, 0.0, 0.0], [0.0, 0.0, -0.1], [0.1, 0.0, 0.0], [0.0, 0.1, 0.0], [0.1, -0.1, 0.1], [-0.1, 0.0, -0.1], [0.0, 0.1, 0.0], [0.1, 0.0, 0.1], [0.1, -0.1, 0.0], [0.0, -0.1, -0.1], [0.0, -0.1, -0.1], [0.0, 0.1, 0.0], [0.0, 0.0, -0.1], [0.0, 0.0, 0.0], [-0.1, -0.1, 0.0], [0.1, 0.0, 0.0], [0.0, 0.0, 0.2], [-0.2, 0.1, -0.1], [0.0, 0.0, 0.0], [0.0, 0.1, 0.0], [0.1, -0.1, -0.1], [0.0, -0.1, 0.0], [0.0, -0.1, 0.0], [0.0, 0.0, -0.1], [0.0, 0.0, 0.1], [0.0, 0.0, 0.1], [-0.1, -0.1, -0.1], [0.0, 0.0, -0.1], [0.0, 0.1, 0.1], [0.1, 0.0, 0.1], [0.0, 0.1, 0.0], [0.0, 0.1, -0.1], [0.0, -0.1, -0.1], [0.0, -0.1, 0.0], [0.1, 0.0, 0.0], [0.1, 0.0, 0.0]], "smiles": "CCOc1ccccc1CN1CCNC(=O)[C@H]1CC(=O)NC1CCCCCCC1", "e_lumo_ha": 0.0279, "e_homo_ev": -8.425}

# 3
{"formula": "C23H35OZr", "method": "ωB97M-V/def2-TZVPD", "symbols": ["C", "C", "C", "C", "C", "Zr", "C", "C", "H", "C", "H", "H", "C", "H", "H", "H", "C", "H", "H", "H", "C", "H", "H", "H", "C", "H", "H", "H", "C", "H", "H", "H", "C", "H", "H", "H", "C", "H", "H", "H", "C", "C", "C", "C", "H", "C", "H", "C", "H", "H", "H", "C", "C", "O", "H", "H", "H", "H", "H", "H"], "positions_angstrom": [[-0.389, 2.477, 0.487], [0.454, 2.219, -0.653], [1.552, 1.393, -0.221], [1.415, 1.178, 1.193], [0.213, 1.842, 1.631], [-0.475, 0.149, 0.011], [0.545, -3.578, 1.294], [-0.471, -2.641, 1.438], [-1.429, -2.740, 0.907], [-0.315, -1.329, 2.008], [0.585, -1.173, 2.588], [-1.157, -0.946, 2.589], [0.211, -4.584, 0.175], [-0.657, -4.297, -0.447], [1.014, -4.629, -0.583], [0.029, -5.622, 0.491], [1.940, -2.968, 1.056], [1.909, -1.896, 0.728], [2.650, -3.019, 1.903], [2.442, -3.403, 0.170], [0.272, 2.828, -1.997], [-0.787, 2.803, -2.289], [0.600, 3.879, -2.019], [0.841, 2.285, -2.756], [2.699, 0.965, -1.069], [2.339, 0.627, -2.047], [3.411, 1.792, -1.228], [3.240, 0.125, -0.616], [2.484, 0.641, 2.085], [3.208, 0.044, 1.520], [3.044, 1.461, 2.565], [2.079, 0.012, 2.885], [-0.221, 2.028, 3.042], [0.184, 1.244, 3.693], [0.128, 2.997, 3.436], [-1.316, 2.018, 3.134], [-1.538, 3.427, 0.502], [-2.265, 3.180, 1.288], [-1.200, 4.461, 0.684], [-2.058, 3.430, -0.467], [-0.129, -0.579, -2.349], [0.302, -1.983, -2.455], [0.183, 0.026, -3.566], [1.605, -2.138, -2.871], [0.022, -2.899, -1.962], [1.288, -0.317, -4.367], [-0.560, 0.845, -3.844], [2.125, -1.368, -3.879], [2.139, -2.882, -2.289], [1.359, 0.110, -5.372], [3.043, -1.694, -4.359], [-4.863, 1.063, 1.228], [-3.544, 0.364, 1.515], [-2.670, 0.349, 0.309], [-4.721, 2.090, 0.870], [-5.435, 1.130, 2.159], [-5.485, 0.507, 0.515], [-2.947, 0.867, 2.282], [-3.668, -0.687, 1.790], [-3.258, 0.515, -0.462]], "forces_ev_per_a": [[1.4, -0.1, 0.2], [0.4, 0.1, 0.9], [-0.4, 1.0, 0.6], [-0.4, 1.1, -0.3], [0.6, 0.5, -1.0], [-0.6, -3.0, -0.6], [-1.5, 2.4, -3.8], [0.9, -0.8, 0.0], [0.0, -0.9, 0.6], [0.3, 1.7, -0.8], [0.0, -0.1, 0.0], [-0.3, -0.1, 0.0], [0.0, -1.0, -0.4], [0.0, -0.1, 0.7], [-0.1, -0.1, 0.6], [0.1, 0.3, 0.1], [1.0, 0.4, 0.6], [-0.3, -0.5, 0.6], [-0.3, 0.0, -0.4], [-0.3, -0.4, 0.7], [-0.1, 0.1, -0.5], [0.3, 0.1, -0.1], [-0.1, -0.3, 0.2], [-0.1, 0.2, 0.2], [0.2, -0.4, -0.3], [0.2, 0.1, 0.1], [-0.3, -0.2, 0.1], [-0.1, 0.2, -0.1], [0.2, -0.4, 0.3], [-0.2, 0.1, 0.2], [-0.3, -0.1, -0.2], [0.2, 0.2, -0.1], [-0.2, -0.2, 0.5], [-0.1, 0.2, -0.1], [-0.1, -0.3, -0.2], [0.3, 0.1, 0.1], [-0.5, 0.2, -0.1], [0.2, 0.1, -0.2], [0.0, -0.4, 0.0], [0.1, 0.0, 0.3], [-1.7, -3.1, 0.8], [0.8, 2.4, 2.8], [0.0, 2.2, -0.9], [0.4, -0.6, -0.7], [-1.1, 0.4, 1.1], [-0.8, -1.0, 0.2], [1.6, -0.7, 0.1], [-0.3, 1.0, -1.0], [0.3, -0.6, -0.9], [0.4, 0.0, 0.5], [0.1, 0.5, 0.1], [0.1, 0.0, 0.1], [0.2, 0.0, 0.0], [-0.8, 0.3, -0.6], [0.1, -0.2, 0.0], [0.1, -0.1, -0.1], [0.2, 0.1, 0.1], [-0.2, -0.1, -0.2], [-0.1, 0.2, 0.0], [0.6, -0.2, 0.4]], "e_lumo_ha": [-0.1381, -0.1381], "charge": 1, "e_homo_ev": [-10.348, -10.347]}